(1)
# C60H50N10O20

10 unconnected molecules or ions with the total composition C60H50N10O20 in a non-equilibrium geometry (ωB97M-V/def2-TZVPD, OMol25).

Geometry as XYZ:
```
140
C60H50N10O20 (ωB97M-V/def2-TZVPD)
O -3.835 -10.280 23.919
N -4.496 -9.611 23.106
O -5.412 -10.132 22.509
C -4.098 -8.168 22.853
C -2.932 -7.723 23.426
C -2.587 -6.398 23.320
C -3.404 -5.598 22.509
C -4.516 -6.039 21.857
C -4.941 -7.336 22.098
H -2.389 -8.322 24.143
H -1.692 -5.991 23.767
H -3.062 -4.594 22.309
H -5.080 -5.305 21.300
H -5.855 -7.745 21.693
O -11.073 -1.388 18.453
N -11.826 -2.088 17.762
O -12.893 -2.667 18.128
C -11.492 -2.121 16.284
C -10.334 -1.442 15.852
C -10.070 -1.336 14.508
C -11.026 -1.883 13.640
C -12.165 -2.525 14.063
C -12.405 -2.699 15.383
H -9.634 -0.931 16.496
H -9.120 -1.028 14.096
H -10.897 -1.878 12.567
H -12.783 -3.062 13.359
H -13.304 -3.219 15.681
O -1.071 0.094 16.352
N -1.262 0.250 17.542
O -2.358 -0.014 18.032
C -0.290 0.807 18.462
C -0.580 0.815 19.825
C 0.258 1.520 20.702
C 1.434 2.061 20.133
C 1.786 1.966 18.743
C 0.806 1.432 17.902
H -1.369 0.195 20.225
H 0.047 1.615 21.757
H 2.076 2.683 20.739
H 2.611 2.448 18.240
H 1.008 1.453 16.841
O -11.584 2.157 25.043
N -10.722 1.343 24.647
O -9.541 1.461 25.009
C -11.097 0.341 23.647
C -10.216 -0.656 23.337
C -10.606 -1.706 22.547
C -11.926 -1.752 22.054
C -12.822 -0.718 22.314
C -12.400 0.343 23.136
H -9.171 -0.685 23.607
H -9.969 -2.560 22.373
H -12.332 -2.584 21.497
H -13.823 -0.720 21.909
H -13.090 1.129 23.405
O 1.121 5.038 24.228
N 0.251 4.334 24.669
O 0.165 4.280 25.889
C -0.861 3.770 23.824
C -1.183 4.313 22.596
C -2.235 3.845 21.831
C -3.024 2.827 22.419
C -2.707 2.191 23.586
C -1.623 2.736 24.351
H -0.659 5.138 22.136
H -2.613 4.238 20.899
H -3.800 2.396 21.804
H -3.152 1.258 23.897
H -1.292 2.233 25.248
O 0.691 -0.101 23.570
N 0.241 -1.258 23.526
O -0.407 -1.787 24.464
C 0.582 -2.116 22.359
C 1.627 -1.811 21.457
C 1.795 -2.619 20.350
C 1.044 -3.767 20.158
C 0.085 -4.117 21.096
C -0.272 -3.236 22.099
H 2.175 -0.894 21.619
H 2.575 -2.359 19.650
H 1.253 -4.518 19.411
H -0.530 -4.996 20.967
H -1.062 -3.460 22.800
O -9.241 3.413 15.821
N -8.366 2.918 16.545
O -8.146 1.710 16.653
C -7.572 3.823 17.455
C -6.652 3.408 18.426
C -5.975 4.279 19.273
C -6.380 5.615 19.267
C -7.160 6.080 18.224
C -7.787 5.215 17.391
H -6.380 2.368 18.526
H -5.187 3.909 19.913
H -5.868 6.262 19.964
H -7.306 7.142 18.088
H -8.475 5.602 16.654
O -6.188 0.757 23.369
N -6.520 1.885 23.072
O -5.961 2.889 23.500
C -7.510 2.039 21.972
C -8.068 0.923 21.286
C -8.864 1.066 20.188
C -9.459 2.338 20.034
C -8.962 3.472 20.607
C -8.001 3.299 21.659
H -7.803 -0.060 21.646
H -9.131 0.205 19.592
H -10.179 2.492 19.244
H -9.417 4.445 20.494
H -7.751 4.162 22.258
O -8.591 -6.609 21.907
N -9.614 -6.153 22.388
O -10.112 -5.151 21.898
C -10.227 -6.799 23.573
C -9.805 -8.096 23.966
C -10.579 -8.824 24.894
C -11.706 -8.261 25.454
C -12.066 -6.929 25.179
C -11.273 -6.240 24.268
H -9.074 -8.572 23.329
H -10.199 -9.824 25.042
H -12.302 -8.817 26.162
H -12.871 -6.327 25.574
H -11.658 -5.278 23.964
O -3.545 -2.122 22.249
N -4.019 -1.333 21.510
O -3.447 -0.266 21.306
C -5.238 -1.674 20.706
C -5.628 -0.832 19.668
C -6.813 -1.129 18.961
C -7.657 -2.136 19.377
C -7.309 -2.930 20.452
C -6.076 -2.762 21.069
H -4.989 -0.021 19.352
H -7.093 -0.514 18.117
H -8.643 -2.309 18.971
H -8.048 -3.583 20.893
H -5.875 -3.425 21.898
```

## Properties
Strongest force on any atom in eV/A: 3.6
Frontier orbital gap in Ha: 0.3151
Relative energy (zero: lowest compared OMol25 entry of this formula, charge and spin) in kcal per mole: 89.64
SMILES: O=[N+]([O-])c1ccccc1.O=[N+]([O-])c1ccccc1.O=[N+]([O-])c1ccccc1.O=[N+]([O-])c1ccccc1.O=[N+]([O-])c1ccccc1.O=[N+]([O-])c1ccccc1.O=[N+]([O-])c1ccccc1.O=[N+]([O-])c1ccccc1.O=[N+]([O-])c1ccccc1.O=[N+]([O-])c1ccccc1
Spin multiplicity: 1



(2)
# C60H51HfN8OS

A molecular structure, C60H51HfN8OS (ωB97M-V/def2-TZVPD, OMol25).

Geometry as XYZ:
```
122
C60H51HfN8OS (ωB97M-V/def2-TZVPD)
Hf -0.086 -0.537 0.131
C -0.088 -8.288 0.182
C 1.012 -7.448 0.270
C 0.834 -6.072 0.286
C -0.442 -5.525 0.210
C -1.542 -6.374 0.125
C -1.365 -7.750 0.112
C -0.633 -4.046 0.249
C -1.062 -3.400 -0.910
C -1.426 -4.071 -2.123
C -1.924 -3.129 -2.959
C -1.843 -1.871 -2.275
N -1.288 -2.050 -1.028
C -2.223 -0.651 -2.836
C -2.113 0.582 -2.195
C -2.609 1.812 -2.741
C -2.397 2.769 -1.809
C -1.787 2.128 -0.677
C -1.522 2.757 0.540
C -1.797 4.218 0.669
C -3.085 4.735 0.550
C -3.316 6.093 0.715
C -2.265 6.950 1.010
C -0.980 6.443 1.141
C -0.748 5.086 0.967
C -1.093 2.105 1.692
N -0.734 0.778 1.807
C -0.630 0.537 3.161
C -0.485 -0.704 3.767
C -0.444 -0.748 5.258
C -1.495 -1.314 5.975
C -1.464 -1.342 7.361
C -0.382 -0.803 8.043
C 0.665 -0.232 7.334
C 0.633 -0.202 5.948
C -0.469 -1.909 3.071
C -0.347 -3.194 3.700
C -0.344 -4.118 2.717
C -0.484 -3.411 1.476
N -0.550 -2.052 1.707
C -0.855 1.748 3.894
C -1.135 2.712 2.993
N -1.591 0.795 -0.942
C -2.785 -0.661 -4.218
C -2.072 -0.085 -5.266
C -2.590 -0.095 -6.553
C -3.826 -0.674 -6.801
C -4.544 -1.243 -5.759
C -4.026 -1.238 -4.472
H 0.050 -9.361 0.172
H 2.010 -7.863 0.328
H 1.694 -5.415 0.363
H -2.539 -5.953 0.078
H -2.226 -8.402 0.050
H -1.333 -5.129 -2.299
H -2.314 -3.270 -3.953
H -3.076 1.921 -3.705
H -2.661 3.811 -1.872
H -3.910 4.064 0.345
H -4.323 6.480 0.629
H -2.449 8.007 1.148
H -0.160 7.104 1.391
H 0.252 4.681 1.086
H -2.344 -1.726 5.443
H -2.287 -1.780 7.909
H -0.358 -0.825 9.125
H 1.510 0.191 7.862
H 1.449 0.235 5.391
H -0.270 -3.357 4.761
H -0.283 -5.190 2.812
H -0.854 1.829 4.968
H -1.417 3.732 3.193
H -1.111 0.379 -5.072
H -2.026 0.350 -7.363
H -4.230 -0.680 -7.805
H -5.512 -1.689 -5.947
H -4.586 -1.677 -3.656
O 0.989 1.579 -0.330
H 1.106 1.792 -1.295
H 1.854 1.597 0.091
N 0.866 -0.693 -2.077
H 1.534 0.038 -2.303
H 0.149 -0.686 -2.797
H 1.377 -1.570 -2.159
S 1.065 2.269 -3.428
C 1.127 3.967 -3.317
N 1.852 4.657 -4.203
C 1.981 6.110 -4.241
C 1.693 6.673 -2.862
C 0.385 6.099 -2.347
N 0.457 4.643 -2.382
H 2.341 4.092 -4.876
H 1.290 6.523 -4.981
H 2.995 6.350 -4.560
H 1.634 7.760 -2.904
H 2.501 6.406 -2.178
H -0.455 6.445 -2.957
H 0.192 6.401 -1.321
H -0.149 4.097 -1.786
C 4.925 -1.902 -2.340
C 4.064 -2.885 -1.875
C 3.107 -2.578 -0.918
C 2.987 -1.283 -0.415
C 3.865 -0.306 -0.882
C 4.824 -0.613 -1.837
N 1.959 -0.986 0.532
C 2.488 -1.068 1.865
C 2.605 -2.300 2.504
C 3.197 -2.396 3.754
C 3.691 -1.262 4.383
C 3.567 -0.027 3.763
C 2.962 0.068 2.517
H 5.671 -2.138 -3.087
H 4.134 -3.895 -2.258
H 2.420 -3.337 -0.558
H 3.801 0.704 -0.497
H 5.493 0.162 -2.190
H 2.229 -3.184 2.004
H 3.280 -3.363 4.234
H 4.161 -1.339 5.354
H 3.943 0.866 4.247
H 2.886 1.036 2.035
```

## Properties
Strongest force on any atom in eV/A: 0.4
Frontier orbital gap in Ha: 0.2176
Total charge: +1
Spin multiplicity: 1